P:
Below is a 2-piece molecular cluster, C3H6NO2 overall, with properties calculated with the ωB97M-V functional and the def2-TZVPD basis.

Calculated values
net charge: +1
HOMO: -12.64 eV
Kohn-Sham gap: 6.61 eV

Each line ends with the Löwdin charge.
Geometry (Å):
C 1.637 1.326 -0.387  -0.207
C 2.236 0.256 -0.020  -0.171
C -1.374 -1.516 0.940  0.224
N -1.841 -0.482 0.310  0.228
O 0.438 1.351 -1.098  -0.076
O 2.833 -0.704 0.317  0.179
H 2.076 2.374 -0.144  0.169
H -1.990 -1.898 1.716  0.118
H -0.528 -2.024 0.467  0.139
H -1.479 -0.156 -0.553  0.115
H 0.651 1.445 -2.073  0.138
H -2.658 0.029 0.525  0.144


Q:
Below is an isolated ion of composition C3H6NO2 and charge +1, with properties calculated with the ωB97M-V functional and the def2-TZVPD basis.

Calculated values
net charge: +1
HOMO: -14.84 eV
Kohn-Sham gap: 9.88 eV

Each line ends with the Löwdin charge.
Geometry (Å):
N -1.132 1.184 -0.148  0.275
C -0.591 0.029 -0.180  -0.223
C -0.643 -1.194 0.543  0.103
C 0.583 -0.754 -0.523  -0.076
O 1.832 -0.190 -0.234  -0.027
O 1.672 1.034 0.498  0.039
H -1.903 1.368 0.477  0.161
H -0.863 1.941 -0.845  0.202
H -1.104 -2.163 0.028  0.196
H -0.939 -1.399 1.500  0.088
H 0.765 -1.468 -1.288  0.164
H 2.324 1.615 0.172  0.100


R:
Below is an isolated ion of composition C3H6NO2 and charge +1, with properties calculated with the ωB97M-V functional and the def2-TZVPD basis.

Calculated values
net charge: +1
HOMO: -14.64 eV
Kohn-Sham gap: 8.52 eV

Each line ends with the Löwdin charge.
Geometry (Å):
C 1.902 0.374 0.036  0.013
C 0.149 1.360 -0.870  0.231
C -1.533 -0.735 0.344  0.043
N 0.533 0.294 -0.315  -0.152
O 2.444 -0.630 0.629  0.139
O -0.095 -0.844 0.016  -0.072
H -0.891 1.599 -1.014  0.135
H 0.895 2.144 -0.934  0.133
H -2.080 -0.584 -0.617  0.110
H -1.507 0.197 0.919  0.104
H -1.895 -1.676 0.817  0.127
H 2.078 -1.498 0.990  0.190


S:
Below is a 2-piece molecular cluster, C3H6NO2 overall, with properties calculated with the ωB97M-V functional and the def2-TZVPD basis.

Calculated values
net charge: +1
HOMO: -12.17 eV
Kohn-Sham gap: 5.91 eV

Each line ends with the Löwdin charge.
Geometry (Å):
C -1.081 0.663 0.168  -0.086
C 0.101 0.792 0.361  0.244
C -3.061 -0.508 0.010  -0.016
N 4.136 0.259 -0.390  -0.039
O -2.453 0.670 0.049  0.155
O -4.332 -0.413 -0.017  0.268
H 1.056 0.656 0.613  0.017
H -2.498 -1.421 0.108  0.195
H 4.761 -0.094 -1.145  0.025
H 4.020 -0.556 0.299  0.032
H 4.297 1.104 0.159  0.001
H -4.947 -1.151 -0.215  0.205


Going by the energies, P is most stable and the next is 0.0775 hartree up.


P:
Below is C5H7N2 as an isolated structure, with properties calculated with the ωB97M-V functional and the def2-TZVPD basis.

Calculated values
net charge: +1
HOMO: -14.91 eV
Kohn-Sham gap: 9.56 eV

Each line ends with the Löwdin charge.
Geometry (Å):
C -1.008 0.834 -0.426  0.107
C 0.697 -1.115 -0.862  0.130
C -1.260 -1.527 -0.706  0.025
C 0.394 1.092 -0.122  -0.373
C 0.675 1.290 1.419  0.031
N 1.025 -0.019 -0.566  0.124
N -1.480 -0.235 -0.611  0.128
H 1.189 -2.037 -1.032  0.127
H -1.344 -2.029 -1.642  0.112
H -1.584 -2.114 0.097  0.108
H 0.712 2.042 -0.667  0.190
H 1.749 1.264 1.685  0.116
H 0.239 0.404 1.738  0.052
H -0.003 2.150 1.695  0.124


Q:
Below is an isolated ion of composition C5H7N2 and charge +1, with properties calculated with the ωB97M-V functional and the def2-TZVPD basis.

Calculated values
net charge: +1
HOMO (spin up / spin down): -14.56 / -14.58 eV
Kohn-Sham gap (spin up / spin down): 7.36 / 7.33 eV

Each line ends with the Löwdin charge.
Geometry (Å):
C -1.052 -1.260 0.007  0.032
C 0.215 -0.540 0.002  -0.160
N 1.538 -1.218 -0.011  0.160
C 2.407 -0.206 0.010  0.065
C 1.810 0.955 -0.004  0.096
N 0.464 0.781 0.005  -0.065
C -0.535 1.816 -0.002  0.022
H -1.535 -1.219 -0.974  0.119
H -1.748 -0.854 0.742  0.112
H -0.875 -2.305 0.251  0.106
H 1.681 -2.219 -0.013  0.169
H -1.009 1.897 0.979  0.117
H -0.062 2.765 -0.241  0.114
H -1.299 1.606 -0.751  0.113


R:
Below is an isolated ion of composition C5H7N2 and charge +1, with properties calculated with the ωB97M-V functional and the def2-TZVPD basis.

Calculated values
net charge: +1
HOMO (spin up / spin down): -12.80 / -13.42 eV
Kohn-Sham gap (spin up / spin down): 6.56 / 8.08 eV

Each line ends with the Löwdin charge.
Geometry (Å):
C -0.543 1.510 0.899  0.276
C 0.809 -0.199 0.010  0.138
C 3.262 0.007 0.084  0.130
C -0.568 0.185 0.303  -0.588
C -1.493 -0.909 0.343  -0.002
N 1.991 0.007 0.155  0.073
N -0.962 1.335 -0.571  0.064
H 3.695 0.520 -0.756  0.112
H 3.853 -0.232 0.876  0.076
H -2.425 -0.451 0.300  0.074
H -1.391 -1.211 1.445  0.149
H -1.371 -1.704 -0.386  0.116
H -0.436 1.675 -1.439  0.197
H -1.892 1.616 -0.934  0.185


Going by the energies, P is most stable and the next is 0.0416 hartree up.


P:
Below is an isolated ion of composition C5H7N2 and charge +1, with properties calculated with the ωB97M-V functional and the def2-TZVPD basis.

Calculated values
net charge: +1
HOMO: -13.70 eV
Kohn-Sham gap: 8.71 eV

Each line ends with the Löwdin charge.
Geometry (Å):
C -0.407 -2.055 -0.186  -0.061
C 0.889 -1.778 -0.454  -0.057
C 0.298 0.506 -0.064  -0.087
C -0.057 2.915 0.273  0.149
C -1.260 -0.875 0.191  0.131
N 0.172 1.651 0.494  0.105
N 1.219 -0.424 -0.291  0.087
H -0.923 -2.978 -0.253  0.110
H 1.510 -2.632 -0.636  0.131
H -0.221 3.477 1.138  0.079
H 0.002 3.472 -0.619  0.093
H -2.123 -0.618 -0.412  0.106
H -1.257 -0.614 1.146  0.040
H 2.158 -0.047 -0.326  0.174


Q:
Below is a 2-piece molecular cluster, C5H7N2 overall, with properties calculated with the ωB97M-V functional and the def2-TZVPD basis.

Calculated values
net charge: +1
HOMO: -13.74 eV
Kohn-Sham gap: 7.92 eV

Each line ends with the Löwdin charge.
Geometry (Å):
C 1.213 -0.166 0.673  -0.336
C 0.928 0.943 -0.173  0.153
C 2.482 -0.541 0.937  0.056
C -0.150 -0.629 1.120  -0.011
C -0.188 0.107 -0.276  -0.016
N 3.534 -1.047 1.080  0.365
N -2.461 1.054 -1.595  -0.018
H -0.431 -1.811 1.176  0.176
H -0.573 -0.056 1.964  0.124
H -0.531 -0.525 -1.190  0.160
H 4.513 -1.050 1.388  0.169
H -3.026 1.317 -0.766  0.032
H -3.121 0.454 -2.157  0.050
H -2.190 1.951 -2.181  0.095


R:
Below is an isolated ion of composition C5H7N2 and charge +1, with properties calculated with the ωB97M-V functional and the def2-TZVPD basis.

Calculated values
net charge: +1
HOMO: -13.69 eV
Kohn-Sham gap: 8.07 eV

Each line ends with the Löwdin charge.
Geometry (Å):
C -0.510 -0.261 -1.928  0.211
C 0.568 -1.225 -0.016  0.084
C 0.577 0.562 -0.047  -0.249
C -0.506 -0.920 1.145  -0.044
C -0.313 0.628 1.166  -0.080
N 1.629 -0.430 0.036  0.142
N -0.018 0.764 -1.327  0.002
H -1.085 -0.324 -2.770  0.060
H -1.475 -1.254 0.868  0.113
H -0.215 -1.291 2.040  0.084
H 0.253 1.109 1.970  0.127
H -1.177 1.285 1.042  0.129
H 2.487 -0.486 -0.486  0.169
H -0.215 1.843 -1.692  0.253


S:
Below is an isolated ion of composition C5H7N2 and charge +1, with properties calculated with the ωB97M-V functional and the def2-TZVPD basis.

Calculated values
net charge: +1
HOMO (spin up / spin down): -14.31 / -14.32 eV
Kohn-Sham gap (spin up / spin down): 7.65 / 7.68 eV

Each line ends with the Löwdin charge.
Geometry (Å):
C 1.009 -1.267 0.409  0.194
C 0.507 -0.018 0.103  -0.373
C 1.182 1.264 0.109  -0.020
N -0.832 0.040 -0.065  0.023
C -2.403 -0.844 0.211  0.227
C -2.795 0.303 -0.304  -0.052
N -1.545 0.948 -0.497  0.161
H 0.411 -2.222 0.436  0.104
H 2.095 -1.478 0.331  0.106
H 0.634 2.053 -0.425  0.092
H 2.207 0.949 -0.252  0.118
H 1.449 1.479 1.249  0.158
H -2.979 -1.789 0.327  0.126
H -3.667 0.954 -0.348  0.136


Going by the energies, P is most stable and the next is 0.1134 hartree up.


P:
Below is an isolated ion of composition C5H7N2 and charge +1, with properties calculated with the ωB97M-V functional and the def2-TZVPD basis.

Calculated values
net charge: +1
HOMO: -14.62 eV
Kohn-Sham gap: 8.22 eV

Each line ends with the Löwdin charge.
Geometry (Å):
C 1.931 -1.110 -0.629  -0.028
C 0.724 -0.381 -0.192  -0.264
C -0.178 0.282 -0.916  0.138
C -1.365 0.709 0.187  -0.121
N -2.392 1.514 0.248  0.272
N -0.897 0.138 1.430  0.112
C 0.293 -0.346 1.198  -0.011
H 1.747 -1.677 -1.497  0.070
H 2.177 -1.949 0.087  0.110
H 2.927 -0.530 -0.806  0.143
H -0.116 0.647 -1.854  0.079
H -2.867 2.218 -0.348  0.183
H -2.921 1.201 1.074  0.159
H 0.937 -0.717 2.018  0.159


Q:
Below is C5H7N2 as an isolated structure, with properties calculated with the ωB97M-V functional and the def2-TZVPD basis.

Calculated values
net charge: +1
HOMO (spin up / spin down): -15.35 / -15.35 eV
Kohn-Sham gap (spin up / spin down): 8.55 / 8.55 eV

Each line ends with the Löwdin charge.
Geometry (Å):
C 1.479 -0.788 0.092  0.000
C 2.154 0.255 -0.462  0.149
C -0.295 0.969 0.928  -0.066
C -0.506 -0.302 0.221  -0.435
C -1.737 -0.800 -0.444  0.020
N 0.492 -1.324 0.528  0.252
N 0.254 0.895 -0.368  0.192
H 2.771 0.918 0.130  0.128
H 2.348 0.244 -1.530  0.129
H -1.151 1.647 0.935  0.164
H 0.317 1.072 1.817  0.153
H -2.276 -1.466 0.227  0.107
H -1.482 -1.359 -1.342  0.102
H -2.369 0.039 -0.732  0.104


Going by the energies, P is most stable and the next is 0.1324 hartree up.


P:
Below is an isolated ion of composition C5H13N2S and charge -1, with properties calculated with the ωB97M-V functional and the def2-TZVPD basis.

Calculated values
net charge: -1
HOMO: -2.21 eV
Kohn-Sham gap: 5.71 eV

Each line ends with the Löwdin charge.
Geometry (Å):
C -0.688 1.652 1.785  -0.083
C -0.456 0.334 0.988  -0.480
C -1.793 -0.348 0.828  -0.769
S -2.315 -1.516 2.157  0.042
N 0.121 0.566 -0.379  -0.042
C 1.482 0.024 -0.488  -0.234
C 1.398 -1.263 -1.391  -0.286
N 0.615 -1.200 -2.631  -0.026
H -0.870 2.573 1.227  0.059
H -1.499 1.502 2.494  0.056
H 0.256 1.779 2.350  0.065
H 0.088 -0.353 1.647  0.092
H -1.851 -0.910 -0.115  0.022
H -2.682 0.291 0.840  0.013
H 0.197 1.553 -0.594  0.086
H 1.934 -0.281 0.461  0.102
H 2.117 0.714 -1.053  0.093
H 2.364 -1.680 -1.682  0.091
H 0.836 -1.962 -0.754  0.106
H 1.105 -0.513 -3.190  0.044
H -0.358 -0.962 -2.498  0.049


Q:
Below is an isolated ion of composition C5H13N2S and charge -1, with properties calculated with the ωB97M-V functional and the def2-TZVPD basis.

Calculated values
net charge: -1
HOMO: -2.30 eV
Kohn-Sham gap: 5.99 eV

Each line ends with the Löwdin charge.
Geometry (Å):
N -2.073 -2.011 2.697  -0.054
C -1.951 -1.951 1.226  -0.261
C -1.464 -0.528 0.698  -0.187
N -0.246 -0.819 -0.100  -0.100
C -0.245 -0.118 -1.405  -0.296
C 1.240 -0.036 -1.929  -0.268
C 2.051 0.842 -1.002  -0.780
S 1.409 2.424 -0.272  0.058
H -1.202 -1.865 3.185  0.050
H -2.798 -1.373 2.990  0.046
H -1.154 -2.629 0.914  0.089
H -2.965 -2.218 0.907  0.090
H -1.334 0.041 1.619  0.098
H -2.132 -0.084 -0.038  0.095
H 0.641 -0.682 0.361  0.075
H -0.625 0.900 -1.281  0.049
H -0.933 -0.636 -2.073  0.092
H 1.264 0.249 -2.974  0.086
H 1.494 -1.102 -1.723  0.097
H 3.097 0.920 -1.349  0.035
H 2.185 0.371 -0.014  -0.012


Going by the energies, P is most stable and the next is 0.0111 hartree up.